<P>
The following is a quantum chemistry calculation of a 2-piece molecular cluster, C9H14 overall, from the Open Molecules 2025 dataset.

Positions of all 23 atoms, in Å:
C: 1.971 1.827 1.818
C: 0.938 1.548 0.702
H: 1.706 2.717 2.362
H: 1.908 0.971 2.485
H: 2.973 1.835 1.402
H: 1.247 0.655 0.153
H: -0.026 1.480 1.191
H: 0.742 2.291 -0.078
C: -0.425 0.634 -2.289
C: -1.897 -0.406 -0.500
C: -0.688 -0.352 -1.188
C: -2.031 -1.397 0.465
C: -1.047 -2.351 0.804
C: 0.337 -1.311 -0.827
C: 0.189 -2.228 0.196
H: -2.732 0.204 -0.803
H: -3.023 -1.456 0.902
H: -0.883 1.567 -1.941
H: -0.780 0.277 -3.249
H: -1.414 -3.152 1.432
H: 1.332 -1.319 -1.240
H: 0.971 -2.935 0.436
H: 0.633 0.900 -2.233

Results
- ⟨S²⟩: 0.769
- Charge: +1
- Frontier orbital gap (alpha / beta): 10.36 / 6.58 eV
- HOMO level (alpha / beta): -14.7 / -14.8 eV
- 2S+1: 2

These are the Mulliken partial charges, in e, on atoms 1 to 6: C -1.16; C -0.44; H 0.35; H 0.30; H 0.35; H -0.01

=====

<Q>
The following is a quantum chemistry calculation of a 2-piece molecular cluster, C9H14 overall, from the Open Molecules 2025 dataset.

Positions of all 23 atoms, in Å:
C: 1.832 0.312 0.788
C: -1.202 -1.903 0.839
C: -0.560 -0.752 0.876
C: -0.619 -3.051 0.224
C: 0.763 -0.619 0.339
C: 0.472 -2.919 -0.526
C: 1.189 -1.704 -0.435
H: -2.223 -1.897 1.382
H: -0.956 0.156 1.305
H: -1.134 -3.976 0.448
H: 1.023 -3.724 -1.255
H: 2.729 -0.143 1.247
H: 1.409 1.058 1.522
H: 1.908 -1.609 -1.124
H: 2.276 0.898 0.064
C: -0.432 2.996 -0.323
C: -1.288 1.994 -1.175
H: -0.430 3.998 -0.733
H: -0.891 3.081 0.685
H: 0.603 2.583 0.012
H: -2.252 1.862 -0.788
H: -1.295 2.470 -2.138
H: -0.924 0.889 -1.234

Results
- ⟨S²⟩: 0.767
- Charge: +1
- Frontier orbital gap (alpha / beta): 9.98 / 6.40 eV
- HOMO level (alpha / beta): -14.6 / -14.6 eV
- 2S+1: 2

These are the Mulliken partial charges, in e, on atoms 1 to 6: C -1.72; C -0.31; C -0.14; C -0.30; C 0.82; C -0.46

=====

<R>
The following is a quantum chemistry calculation of a 2-piece molecular cluster, C9H14 overall, from the Open Molecules 2025 dataset.

Positions of all 23 atoms, in Å:
C: -1.404 -1.972 -0.432
C: -1.671 -3.050 -1.383
H: -1.001 -1.052 -0.793
H: -2.332 -1.714 0.136
H: -0.654 -2.192 0.371
H: -2.397 -2.850 -2.177
H: -1.922 -3.944 -0.867
H: -0.668 -3.386 -1.864
C: 2.793 0.612 0.725
C: -1.129 2.097 0.138
C: -0.513 2.345 1.459
C: -0.478 1.259 -0.892
C: 0.849 1.805 1.599
C: 0.771 0.754 -0.629
C: 1.359 1.087 0.571
H: -2.128 2.396 -0.039
H: -0.877 3.000 2.200
H: -0.938 1.230 -1.883
H: 1.230 1.940 2.560
H: 1.361 0.195 -1.317
H: 3.357 1.420 1.289
H: 3.531 0.387 -0.073
H: 2.858 -0.366 1.301

Results
- ⟨S²⟩: 0.768
- Charge: +1
- Frontier orbital gap (alpha / beta): 9.76 / 5.73 eV
- HOMO level (alpha / beta): -14.1 / -14.1 eV
- 2S+1: 2

These are the Mulliken partial charges, in e, on atoms 1 to 6: C -0.36; C -0.93; H -0.13; H 0.31; H 0.29; H 0.30

=====

The structure with the least stability is <Q>.